Density functional theory data (ωB97M-V/def2-TZVPD) for 3 unconnected molecules or ions with the total composition C15H24BClNO10S2.

LUMO level = 2.23 eV
maximum force = 4.598 eV Å⁻¹
E = -72777.152 eV
highest occupied orbital energy = -4.89 eV
frontier orbital gap = 0.261 hartree

ORCA input file:
```
! RIJCOSX wB97M-V def2-TZVPD def2/J DEFGRID3
* xyz -1 1
Cl -2.5978 1.1846 0.6111
S -0.7131 -3.5537 3.3380
S 6.5413 3.0024 0.4044
O -2.0027 -4.1413 3.1412
O 7.9526 3.2067 0.2566
O -0.8775 -1.9409 3.3682
O 0.4209 -3.8726 2.5223
O -0.2906 -3.7525 4.8939
O 6.2253 1.4361 0.1282
O 5.8150 3.4188 1.5655
O 5.7992 3.6042 -0.9077
O -2.3068 -0.5599 -1.3597
O -4.2387 -0.7450 -0.1347
N -4.0591 1.1357 -1.8907
C -3.3281 -1.7168 0.4688
C -2.0918 -1.7630 -0.5789
C 1.9171 0.1664 -3.5548
C 0.7661 0.4583 -1.1153
C -0.5740 -1.7105 0.0194
C 0.6569 -1.9364 -2.3610
C 1.5688 1.0430 -2.3028
C 0.0698 -2.4851 5.4428
C 5.2987 1.3190 -0.9545
C 1.4585 -1.3312 -3.5314
C 5.5411 2.5407 -1.8257
C -4.7245 3.4379 -1.1206
C -5.2319 1.9109 -1.4011
C -0.8066 -1.4765 4.7154
C 0.3066 -1.0149 -1.1473
B -3.4345 0.2668 -0.8342
H 1.1292 -2.3134 5.2299
H 1.7028 -2.0027 -4.4212
H 6.4299 2.4105 -2.4504
H -4.5751 3.6207 0.0010
H -5.4501 4.2201 -1.5436
H 0.3355 -3.0277 -2.3858
H -3.7167 3.6223 -1.6352
H -4.2429 0.6363 -2.7678
H -5.7536 1.4733 -0.4859
H -3.8418 -2.7389 0.2866
H 1.8769 2.1383 -2.2762
H 0.4887 1.1028 -0.2209
H -0.1837 -2.7566 0.2796
H 5.4626 0.3872 -1.4965
H -1.8202 -1.4652 5.1258
H -6.0384 2.0219 -2.2259
H -2.1481 -2.6962 -1.2410
H -0.0894 -2.4736 6.5211
H -3.1423 -1.4235 1.5564
H -0.3911 -0.4688 4.7491
H 4.6854 2.7764 -2.4582
H 4.2871 1.3242 -0.5397
H -0.5477 -1.1057 0.9930
H 2.4830 0.6068 -4.4495
*
```

Atom charges from the Löwdin analysis, given in e for atoms 1 to 5: number 1, Cl, carries 0.54; number 2, S, carries 0.64; number 3, S, carries 0.65; number 4, O, carries -0.22; number 5, O, carries -0.24